Formula: C51H100F20N9NaO16S8
Source: the Open Molecules 2025 dataset
Level of theory: ωB97M-V/def2-TZVPD

Atoms and positions in Å:
O -0.223 -0.043 1.854
H -4.509 -4.891 0.887
H 3.118 7.406 -2.875
O 0.540 2.505 -1.460
C -8.675 -3.395 -0.009
C -3.711 4.998 6.531
H 6.585 -2.209 14.971
C 5.332 8.256 -4.381
S 3.104 -0.056 -11.441
F 1.071 -1.581 -12.243
O 0.213 -7.091 -0.470
H 3.377 -1.969 13.118
H 1.322 6.377 -3.883
N 4.749 -1.988 11.491
H -4.777 6.275 4.030
H -0.165 -5.027 -4.281
C 4.601 8.200 -5.736
H -1.626 -5.515 -6.809
C -2.986 3.809 5.735
O -6.493 1.922 -6.799
H 4.260 -0.828 9.661
H 4.786 -2.317 7.164
H 2.461 8.850 -2.436
H -9.052 -4.400 -0.200
C -2.915 5.215 3.636
F 3.235 -5.917 1.705
F -0.115 -1.142 -2.070
N 1.841 -5.204 -6.434
F 1.488 -0.050 -13.617
C 2.074 -0.933 -12.816
C 3.045 8.426 -3.252
C -6.320 -4.239 -0.280
S 0.042 1.230 -0.971
C -6.721 -1.981 0.929
O 2.483 -6.356 -1.256
H 2.667 10.254 -5.309
H -5.166 -2.595 2.245
H 6.257 -3.029 9.057
H -1.896 6.092 -5.917
H -5.461 6.643 6.284
H -3.262 2.822 6.103
C -1.817 8.342 5.948
S 0.926 0.733 1.387
H -7.658 -2.717 3.503
N -3.511 6.389 5.831
H 1.698 -3.755 -7.890
H -4.298 7.202 7.592
C -1.131 -4.833 -6.117
H 4.451 10.089 -3.395
C 2.488 -4.193 -5.473
H 4.807 8.831 -2.344
O 1.078 -9.455 -1.696
H -1.656 10.307 6.990
H 3.360 -6.656 -6.492
H 6.424 -1.827 7.006
H 7.497 -2.260 13.543
C 3.277 -2.057 12.036
C 1.782 9.662 -5.076
Na 4.442 -0.368 -1.321
H 6.258 -4.199 13.714
C 1.431 2.210 -8.524
H 5.859 -5.372 -8.868
S -6.966 -0.806 -5.930
H 6.493 -0.623 11.460
C -3.252 3.872 4.233
C 5.842 -0.846 13.480
C -3.715 6.344 4.265
C 5.475 -3.288 11.866
C 5.544 -1.691 7.635
O -7.378 -0.656 -4.537
C 5.685 -3.334 13.380
H -2.135 6.683 7.337
F 1.175 3.208 -9.404
H -0.922 -6.502 -4.686
F 2.069 -0.044 3.717
H -8.793 -3.953 5.216
S -7.794 1.213 -6.664
O 3.999 1.786 -9.360
H -7.536 -4.825 4.887
H -1.585 6.206 -4.151
F 1.405 -4.921 1.345
N -7.316 -3.469 0.698
H 1.246 10.032 -4.202
F -1.393 0.267 -2.993
C 6.472 -2.128 13.890
C -8.198 -3.593 3.143
H -6.497 -3.900 -1.301
H 4.922 -0.600 14.010
F 2.086 -12.097 -1.054
H 5.630 -6.377 -7.579
H -4.251 -2.116 -0.471
C 4.659 -1.817 9.886
C -0.325 -5.701 -5.122
H -3.380 5.092 7.565
H -4.297 3.683 3.986
H -8.947 -5.404 4.099
F -8.573 1.695 -7.992
O 4.037 0.831 -12.120
F 3.055 -0.994 1.968
C 5.067 -5.971 -8.420
H -2.647 9.423 7.779
F 0.749 0.288 -3.428
H -4.783 4.815 6.463
H 4.731 -3.472 13.888
H 5.138 7.556 -6.433
H 2.781 -3.296 -6.018
C 2.475 -11.302 -0.097
C -0.204 0.078 -2.468
H -6.786 -1.385 0.019
H 5.413 -0.619 7.488
C -0.224 -3.789 -6.823
H -0.877 -3.431 -7.619
H 2.544 7.482 -6.457
H -1.330 6.170 5.894
H -1.911 3.868 5.905
C -1.133 6.105 -5.138
H -0.023 -2.848 -6.311
H 2.771 -2.964 11.704
H -4.166 -4.544 -0.722
H 4.574 9.190 -6.191
N 2.273 8.237 -4.574
C 2.500 0.099 2.464
F 3.774 -11.120 -0.073
C 1.031 7.366 -4.233
C 1.960 -6.114 1.405
H 6.565 -0.059 13.693
H -7.393 -1.498 1.639
H -6.745 -5.242 -0.328
H 0.650 7.853 -3.335
O -5.535 -0.772 -6.131
C 1.002 -6.282 -5.711
H 1.672 -4.006 -4.775
H -4.833 -1.057 1.567
H -0.886 8.513 5.407
O 3.715 -1.207 -10.738
S 1.407 -9.601 -0.260
H -2.719 3.036 3.779
H 2.331 -6.529 -7.991
H 0.609 -5.106 -8.198
H 3.276 6.522 -5.165
F 1.906 2.769 -7.384
H 5.049 0.178 11.717
F -7.266 -2.372 -6.124
H -1.851 5.436 3.730
C -4.588 7.244 6.542
H -3.498 7.358 3.931
C 4.426 9.001 -3.351
C -4.824 -4.223 0.086
C -2.094 6.856 6.261
N 2.412 -8.583 0.255
H 3.860 -2.470 9.537
H -2.938 5.188 2.546
S 2.763 1.039 -9.257
H -9.176 -3.227 2.831
C -7.371 -4.256 2.030
F 2.211 -11.968 1.080
C -8.416 -4.484 4.342
H 5.816 7.328 -4.078
C -4.320 -2.804 0.372
O 2.820 -0.033 -8.339
H -4.535 8.161 5.955
C 5.913 -1.994 9.059
H 0.487 6.753 -6.309
C 2.908 -5.998 -7.233
C 3.824 -5.097 -7.981
O -1.262 1.294 -0.310
H -8.623 -2.846 -0.949
H 3.393 -4.764 -8.925
O -8.688 1.674 -5.646
H 0.823 -7.206 -6.261
F 1.437 -6.737 2.470
H 6.397 -3.331 11.286
H -6.334 -4.402 2.330
H -3.367 -2.904 0.892
F 2.810 -1.741 -13.580
H 1.119 9.633 -5.941
H 1.611 -6.618 -4.872
H -2.037 -4.378 -5.719
H 2.798 -1.156 11.655
H 4.751 -6.864 -8.959
O 0.782 2.105 1.759
N -7.900 -0.447 -7.026
H 4.201 -4.310 -7.328
H 6.633 -1.278 9.454
O 0.255 -9.661 0.649
H -0.388 8.012 -5.839
C 0.960 -4.414 -7.432
F 0.316 1.466 -8.220
H 4.876 -4.085 11.425
C 3.176 7.529 -5.570
N 1.969 0.743 -10.741
H -7.705 -5.283 1.879
H -0.960 8.847 7.848
H -2.639 8.784 5.386
C 0.025 7.109 -5.389
C -1.742 9.240 7.198
F 3.437 1.069 2.493
H -9.514 -3.028 0.584
H -0.808 5.065 -5.115
C 5.549 -0.751 11.990
S 1.689 -7.073 -0.229
H 6.230 8.870 -4.440
H 3.412 -4.555 -5.021
N 1.415 0.412 -0.085
C -5.255 -2.030 1.316

Summary:
HOMO, eV: -9.94
Total charge: +2
Frontier orbital gap, eV: 4.799